Below is 7 unconnected molecules or ions with the total composition C18H20F7NO20S2, with properties calculated with ωB97M-V with the def2-TZVPD basis set.

Geometry as ORCA input:
```
! RIJCOSX wB97M-V def2-TZVPD def2/J DEFGRID3
* xyz 0 1
O 0.36379 -2.04342 6.61344
H 2.76331 2.09292 -5.07588
H 2.86209 1.03168 1.84771
H -0.99600 0.29685 0.65258
O -3.51101 0.40945 -7.71569
H 3.71892 -0.12794 -4.53600
F -2.06783 1.98948 -0.83226
F 3.11557 2.64890 2.98004
H -1.85933 1.06979 6.28360
O -2.95901 -0.83720 -9.51028
O -3.31735 -2.44821 -2.50066
H -1.83253 -3.13625 -1.23352
C 3.06601 1.30125 2.88584
O 4.93878 -1.25314 4.08172
F -0.31632 2.32664 6.37081
H -0.24500 -4.06025 2.32325
H -1.58572 1.03237 8.74737
H -0.88975 0.71051 -6.68482
F -1.22972 -0.78864 -5.42188
S 1.76399 -3.72124 3.44193
C -1.63430 -0.06233 -6.49604
H 0.17310 1.29084 8.56454
O 1.93575 -1.99567 0.86158
O -0.06328 0.10525 6.07689
C -1.09415 2.36261 0.03516
C -3.54722 -1.22061 -3.01233
H 2.11102 -0.69971 -3.99598
O 3.08912 0.57798 -2.69504
O 2.80001 -0.55650 4.18500
C -0.94588 2.57171 2.27360
C 2.23965 1.57029 -2.37197
H -0.46271 3.11160 -0.44362
C 4.11265 -0.43333 3.86946
H 1.80607 -2.38762 3.56366
F -0.28232 -0.82046 -2.33565
O -0.49533 -0.61733 8.13459
H 0.56881 0.93885 0.06385
H -3.65542 -0.22760 -5.75062
C -0.84314 1.12324 6.67733
S 0.64298 -2.53685 1.02651
C -0.01943 -0.96725 6.91918
C -2.76108 -0.48197 -8.40039
H -3.13100 1.46003 -5.96975
C -1.56406 -1.07942 -1.96328
O -1.72079 -0.90685 -7.62325
O -4.55083 -0.86902 -3.53341
O 2.13683 2.05903 -1.29521
O -1.69097 2.92094 1.19302
O 1.51469 1.94636 -3.45840
C -0.34575 1.17275 0.59944
F 1.12957 1.03257 -5.48352
C 2.13430 0.67745 3.90505
H -1.71369 -0.68243 -0.95823
H 2.08451 1.28609 4.80826
O -0.49567 -1.70941 1.20885
C -1.93942 -2.53990 -2.13256
C 2.10279 1.36317 -4.60455
H 1.13508 0.48506 3.53597
O 4.32571 0.75983 3.25469
C -0.70827 0.79539 8.15439
O -1.05267 3.02958 3.35924
C -3.05672 0.44988 -6.35962
O -2.44806 -0.43445 -2.85068
C 2.80034 0.14541 -4.02751
N 0.69421 -3.77367 2.06621
O -0.05040 1.61434 1.92429
H -1.37060 -2.97868 -2.95429
F 0.32305 -3.36272 -0.26213
*
```

Properties
Structure (SMILES) = O=C1OC[C@@H](F)O1.O=C1OC[C@@H](F)O1.O=C1OC[C@@H](F)O1.O=C1OC[C@@H](F)O1.O=C1OC[C@@H](F)O1.O=C1OC[C@@H](F)O1.O=S(=O)(F)NS
LUMO energy = -0.1 eV
Molecular weight = 767.47 g/mol
Kohn-Sham gap = 9.93 eV